{"formula": "C71H54N3O2P3RuS3Si", "method": "ωB97M-V/def2-TZVPD", "species": ["Ru", "C", "C", "C", "C", "C", "C", "P", "C", "C", "C", "C", "C", "C", "C", "C", "C", "C", "C", "C", "Si", "C", "C", "C", "C", "C", "C", "P", "C", "C", "C", "C", "C", "C", "C", "C", "C", "C", "C", "C", "C", "C", "C", "C", "C", "C", "P", "C", "C", "C", "C", "C", "C", "C", "C", "C", "C", "C", "C", "H", "H", "H", "H", "H", "H", "H", "H", "H", "H", "H", "H", "H", "H", "H", "H", "H", "H", "H", "H", "H", "H", "H", "H", "H", "H", "H", "H", "H", "H", "H", "H", "H", "H", "H", "H", "H", "H", "H", "H", "H", "H", "S", "C", "C", "C", "N", "C", "C", "C", "C", "C", "N", "C", "C", "H", "H", "H", "H", "H", "H", "H", "H", "O", "S", "O", "N", "C", "S", "C", "C", "C", "C", "C", "C", "H", "H", "H", "H"], "xyz": [[0.254, 0.719, 0.545], [-4.301, 4.270, 4.003], [-4.148, 4.440, 2.636], [-3.418, 3.522, 1.893], [-2.844, 2.426, 2.530], [-2.997, 2.258, 3.909], [-3.729, 3.176, 4.642], [-1.889, 1.175, 1.637], [-2.216, 1.619, -0.107], [-3.118, 0.959, -0.855], [-1.831, 0.910, -3.084], [-1.004, 2.158, -2.968], [-0.731, 2.829, -1.829], [-1.145, 2.507, -0.508], [-2.666, -0.423, 1.945], [-4.045, -0.575, 2.055], [-4.591, -1.848, 2.013], [-3.751, -2.944, 1.850], [-2.372, -2.781, 1.799], [-1.792, -1.517, 1.892], [0.055, -1.005, 2.079], [0.008, -0.184, 3.798], [-0.458, -0.807, 4.962], [-0.473, -0.140, 6.174], [0.011, 1.163, 6.262], [0.487, 1.797, 5.130], [0.448, 1.139, 3.899], [1.149, 1.857, 2.372], [2.894, 1.890, 2.943], [3.414, 0.701, 3.450], [4.711, 0.639, 3.930], [5.509, 1.775, 3.916], [4.996, 2.969, 3.430], [3.694, 3.029, 2.950], [0.707, 3.631, 2.298], [1.245, 4.379, 1.246], [0.872, 5.697, 1.045], [-0.064, 6.290, 1.885], [-0.610, 5.558, 2.925], [-0.227, 4.237, 3.132], [1.120, -2.568, 2.110], [0.484, -3.605, 2.802], [0.905, -4.927, 2.758], [1.990, -5.246, 1.968], [2.693, -4.233, 1.332], [2.316, -2.889, 1.420], [3.745, -1.756, 1.106], [4.654, -2.592, -0.248], [5.837, -3.243, 0.095], [6.585, -3.911, -0.866], [6.164, -3.923, -2.186], [4.994, -3.264, -2.544], [4.246, -2.604, -1.582], [3.263, -0.216, 0.247], [4.154, 0.825, 0.436], [3.995, 2.046, -0.227], [2.924, 2.248, -1.065], [2.025, 1.197, -1.294], [2.193, -0.033, -0.654], [-4.875, 4.989, 4.574], [-4.602, 5.286, 2.137], [-3.319, 3.661, 0.826], [-2.545, 1.406, 4.408], [-3.854, 3.040, 5.708], [-3.861, 0.342, -0.365], [-2.099, 0.819, -4.139], [-0.607, 2.547, -3.899], [-0.087, 3.700, -1.907], [-0.819, 3.210, 0.252], [-4.690, 0.293, 2.134], [-5.662, -1.983, 2.084], [-4.175, -3.938, 1.782], [-1.748, -3.658, 1.685], [-0.821, -1.827, 4.923], [-0.848, -0.638, 7.060], [0.026, 1.674, 7.216], [0.903, 2.795, 5.207], [2.805, -0.197, 3.478], [5.096, -0.298, 4.310], [6.523, 1.732, 4.292], [5.606, 3.863, 3.432], [3.312, 3.976, 2.595], [1.955, 3.920, 0.569], [1.307, 6.262, 0.231], [-0.363, 7.318, 1.725], [-1.342, 6.007, 3.584], [-0.668, 3.690, 3.951], [-0.398, -3.382, 3.390], [0.378, -5.689, 3.317], [2.321, -6.272, 1.870], [3.585, -4.505, 0.784], [6.174, -3.225, 1.125], [7.500, -4.414, -0.582], [6.748, -4.438, -2.937], [4.669, -3.259, -3.577], [3.340, -2.093, -1.882], [4.990, 0.697, 1.113], [4.720, 2.834, -0.068], [2.800, 3.186, -1.592], [1.288, 1.295, -2.076], [1.665, -0.906, -1.003], [-1.338, -3.595, -5.367], [-0.842, -2.684, -3.907], [-1.446, -1.483, -3.701], [-1.007, -0.383, -2.783], [-0.067, -2.222, -0.864], [0.405, -3.076, -1.718], [0.118, -3.311, -3.083], [-0.022, -3.115, -6.458], [0.399, -1.800, -6.608], [1.431, -1.534, -7.493], [2.039, -2.464, -8.227], [1.608, -3.714, -8.093], [0.595, -4.094, -7.223], [-2.277, -1.248, -4.354], [0.049, -0.167, -2.971], [1.077, -3.803, -1.260], [0.593, -4.196, -3.487], [-0.070, -0.992, -6.061], [1.782, -0.517, -7.625], [2.104, -4.462, -8.702], [0.302, -5.132, -7.141], [-5.967, 2.901, -3.886], [-4.777, 2.138, -4.061], [-3.928, 2.352, -5.201], [-3.760, 2.328, -2.743], [-3.216, 1.017, -2.352], [-1.013, -0.891, -0.998], [-4.190, -0.046, -2.864], [-4.286, -1.374, -2.467], [-5.239, -2.183, -3.070], [-6.099, -1.685, -4.046], [-6.030, -0.354, -4.426], [-5.067, 0.431, -3.814], [-3.642, -1.772, -1.692], [-5.321, -3.220, -2.769], [-6.837, -2.335, -4.495], [-6.710, 0.064, -5.156]], "multiplicity": 2, "lumo_energy_ev": [-5.209, -5.255], "s_squared": 0.796, "relative_energy_kj_mol": 353.8, "charge": 1, "e_tot_ha": -5655.38768}